DFT (ωB97M-V/def2-TZVPD) results for a cluster of 9 separate species, C33H77F6N5O14P in total at a distorted geometry.

Calculated values
HOMO-LUMO gap	8.79	eV
maximum force	3.67	eV Å⁻¹
HOMO level	-6.582	eV
total charge	-1
relative energy (zero: lowest compared OMol25 entry of this formula, charge and spin)	117.7	kcal per mole

Positions of all 136 atoms, in Å:
H 15.94459 11.11830 9.79409
O 20.65484 2.19366 10.39268
C 19.85403 7.18542 14.68268
H 15.71735 4.53212 16.47299
H 17.96342 12.52706 14.53152
N 21.51571 4.27792 10.45414
H 13.25862 8.52974 9.11970
F 15.65180 6.78780 9.95536
H 19.39342 4.38525 10.71239
C 20.58233 7.61485 7.11321
H 12.18490 11.18606 9.28377
H 10.76203 11.68498 13.90832
H 22.70341 8.49599 13.98784
C 17.97800 10.38718 14.31087
P 17.11934 7.52656 9.91360
H 15.74686 3.70598 4.21886
O 17.99032 6.48944 3.71952
H 18.63819 8.19925 13.22969
H 15.36917 11.57132 14.78595
C 16.89209 2.85171 9.30854
O 22.88761 6.07171 6.10206
C 15.31713 1.04999 8.92731
C 12.01288 10.60512 10.19360
H 10.99872 3.68179 12.42582
C 11.39005 11.04877 13.28083
C 15.63241 12.20108 15.63558
C 22.31596 8.71766 8.46234
C 22.60745 5.19138 10.27025
O 10.58899 10.59443 12.21742
H 14.40946 0.58578 9.31593
H 23.89786 7.12791 7.54130
H 17.44545 7.07982 5.67536
H 17.08125 3.92662 9.44472
O 21.01859 7.32593 13.89407
C 12.72283 8.31068 10.04622
H 13.25048 8.18522 10.99537
H 15.72633 13.26819 15.42279
C 20.28565 4.99461 10.84211
N 15.56355 2.45869 9.22337
H 20.25628 5.15418 11.92352
C 15.98319 5.02865 15.53657
C 11.46790 5.23618 8.30369
C 22.97105 6.87069 6.99583
H 21.96857 9.65684 8.02553
H 16.95136 10.07483 14.10521
H 22.65224 2.61933 10.12901
H 15.11255 6.75620 12.84198
H 19.61219 11.47511 10.41138
H 10.80607 1.93630 13.55152
C 12.06233 3.91354 12.51280
H 11.93240 0.92293 12.86905
H 19.96131 7.11565 7.85960
N 21.99909 7.65340 7.55153
O 18.68886 9.35362 14.98901
H 20.17563 5.96574 10.36603
C 14.28322 6.62083 13.53884
C 18.19615 13.42367 11.09734
H 13.77860 6.79046 15.49120
C 17.96775 11.64634 15.18052
C 14.68387 7.03509 14.91804
C 12.15658 6.88607 9.89264
N 17.63322 12.23517 10.45212
H 15.64902 4.49545 14.64789
F 17.45022 6.78688 8.49295
C 21.61255 2.95369 10.27049
C 21.62081 8.62355 14.03908
O 17.82699 2.10171 9.07108
C 14.52065 3.37680 8.92427
H 13.55730 7.39582 13.26782
H 19.13641 13.84788 10.74733
O 15.86216 6.44345 15.45664
H 11.99356 5.12074 7.35306
F 16.84652 8.25724 11.35271
O 11.69600 9.23401 10.08797
H 14.06069 3.14464 7.95881
C 11.88576 1.74900 13.58988
H 12.52101 3.99471 11.52818
H 11.87034 4.52239 9.02375
H 21.36702 9.26009 13.19005
H 14.53768 6.48513 5.39629
H 16.19299 0.50611 9.27779
H 18.31616 13.34517 12.18040
O 16.90822 11.68897 16.10708
H 20.46754 6.97317 6.24044
H 14.80842 12.20355 16.34862
H 18.51795 10.59407 13.38265
H 22.79219 5.61046 11.26542
C 17.31182 6.46307 4.77335
O 13.69908 5.32868 13.38709
H 18.49720 10.44608 10.99361
H 12.91653 10.79412 10.78049
H 12.96240 6.24798 10.27389
H 12.37349 11.46762 13.06064
H 14.76957 8.10264 15.11957
O 15.44665 12.87861 10.67052
H 14.72687 4.97569 6.34256
H 17.42949 14.18278 10.92962
H 21.91731 8.58593 9.46848
H 12.14565 1.40606 14.59173
H 23.39873 8.85633 8.47347
H 20.07218 7.52252 15.70013
H 15.61887 6.25306 6.92799
N 16.26562 5.67541 4.94833
H 11.01014 12.33259 11.23626
O 11.85186 6.59123 8.56313
C 18.60927 8.09603 14.31920
H 21.35584 9.04839 15.00672
H 22.39551 6.01249 9.58707
H 20.16123 8.60850 6.96905
H 15.24663 0.79205 7.86557
H 18.55225 10.82603 9.15817
H 19.55942 6.14080 14.60324
H 23.56151 4.70370 10.06630
C 12.28254 5.15015 13.32296
H 14.74468 4.44273 8.88048
H 9.96277 11.16664 10.30948
H 11.61604 10.15082 13.86189
O 12.68821 2.76928 13.16009
F 17.83383 6.28860 10.64021
H 18.94109 11.65480 15.67345
C 15.87165 4.74240 3.90552
H 17.07144 4.93230 15.59207
C 18.58630 11.17624 10.18684
C 10.81255 11.29162 10.97901
H 16.49667 4.68548 3.01610
F 18.59170 8.26560 9.85347
C 15.22571 5.87669 5.98354
C 16.30426 12.03349 10.27708
H 11.25157 6.64438 10.45976
H 13.75556 3.21933 9.69011
H 14.93762 5.11339 3.47215
H 17.63444 7.66140 14.54602
H 10.42809 4.98784 8.08303
H 11.73148 5.19166 14.26335
F 16.40591 8.73490 9.12453
H 11.88333 5.93095 12.66513